[1]
This record from the OMol25 dataset describes 3 unconnected molecules or ions with the total composition C19H32F8N4O9S in a non-equilibrium geometry. The level of theory is wB97M-V/def2-TZVPD.

```
! wB97M-V def2-TZVPD RIJCOSX def2/J DEFGRID3
* xyz 0 1
C 2.644 3.837 1.732
O 4.057 4.163 1.482
C 4.864 2.970 1.181
C 5.408 2.939 -0.398
C 5.339 1.391 -0.986
C 3.738 1.045 -1.201
C 3.471 -0.556 -1.604
C 1.957 -0.824 -2.215
O 1.719 -2.174 -2.716
C 2.817 -3.110 -2.479
C 0.745 -0.248 -1.212
C 0.956 -0.675 0.356
C 1.465 -2.198 0.629
C 2.766 -2.379 1.665
N 0.931 -3.366 0.148
N -0.632 -0.341 -1.768
C -0.862 0.414 -3.044
C -2.085 1.552 -2.950
O -2.957 1.593 -3.962
F -2.215 2.544 -1.851
S -1.580 -1.711 -1.484
O -1.093 -3.066 -2.132
O -1.855 -2.094 0.024
C -3.365 -1.549 -2.168
F -3.408 -1.343 -3.633
F -3.942 -2.931 -1.952
C -4.296 -0.529 -1.288
F -3.505 0.367 -0.364
F -5.065 0.323 -2.271
C -5.429 -1.244 -0.344
F -6.100 -0.118 0.410
F -4.882 -2.142 0.713
F -6.555 -1.879 -1.128
H 1.949 4.067 0.789
H 2.448 2.762 2.153
H 2.272 4.590 2.580
H 5.843 2.945 1.856
H 4.316 1.950 1.375
H 4.599 3.552 -1.022
H 6.462 3.439 -0.526
H 5.828 1.449 -2.073
H 5.899 0.605 -0.324
H 3.042 1.422 -0.340
H 3.413 1.649 -2.177
H 4.330 -0.784 -2.403
H 3.734 -1.201 -0.665
H 1.898 -0.108 -3.170
H 2.452 -4.167 -2.901
H 3.093 -3.302 -1.357
H 3.807 -2.877 -3.105
H 0.971 0.930 -1.208
H -0.004 -0.496 1.041
H 1.782 0.059 0.803
H 3.497 -3.221 1.244
H 2.398 -2.749 2.723
H 3.359 -1.363 1.806
H 1.507 -4.177 0.523
H 0.076 1.048 -3.423
H -1.058 -0.372 -3.920
C 0.464 3.110 6.104
N 1.106 3.354 4.784
O 1.962 4.244 4.727
O 0.732 2.644 3.842
H 0.887 3.801 6.836
H -0.608 3.281 5.986
H 0.672 2.075 6.385
C -9.073 -2.109 0.681
N -9.945 -2.775 1.686
O -11.151 -2.507 1.656
O -9.393 -3.549 2.477
H -9.688 -1.460 0.055
H -8.328 -1.526 1.226
H -8.603 -2.892 0.082
*
```

Results
HOMO = -9.61 eV
SMILES string = [H]/N=C(\C)C[C@@H]([C@@H](CCCCCOC)OC)N(CC(=O)F)S(=O)(=O)C(F)(F)C(F)(F)C(F)(F)F.C[N+](=O)[O-].C[N+](=O)[O-]
Gap between HOMO and LUMO = 8.9 eV

=====

[2]
This record from the OMol25 dataset describes a molecular structure, C19H32InNO3P2 in a non-equilibrium geometry. The level of theory is wB97M-V/def2-TZVPD.

```
! wB97M-V def2-TZVPD RIJCOSX def2/J DEFGRID3
* xyz 0 1
C -0.730 4.005 -1.617
C -0.750 2.656 -1.266
N 0.061 2.213 -0.288
C 0.935 3.008 0.346
C 0.995 4.363 0.026
C 0.146 4.870 -0.961
C -1.677 1.687 -1.990
P -2.131 0.195 -1.019
In 0.105 -0.089 0.145
P 2.201 0.652 1.304
C 1.823 2.441 1.465
C 0.100 -2.241 0.481
C -0.956 -2.853 1.140
C -0.928 -4.243 1.333
C 0.111 -5.009 0.803
C 1.143 -4.381 0.095
C 1.139 -2.987 -0.051
O -0.604 0.430 -4.343
O 0.429 -1.846 -3.234
H -1.426 4.356 -2.376
H 1.722 4.985 0.542
H 0.172 5.922 -1.215
C -3.517 0.584 0.071
C -2.624 -1.172 -2.091
H 2.786 2.978 1.452
H 1.347 2.623 2.446
H -1.205 1.340 -2.958
H -2.620 2.205 -2.233
C 2.580 -0.111 2.889
C 3.679 0.510 0.247
H -1.812 -2.273 1.510
H -1.734 -4.724 1.901
H 0.117 -6.097 0.928
H 1.948 -4.973 -0.346
H 1.963 -2.499 -0.590
H 0.817 -1.249 -2.520
H 0.318 -2.712 -2.811
H -0.239 -0.461 -4.086
H 0.092 0.870 -4.860
H 1.087 -0.254 -1.409
H -4.416 0.809 -0.522
H -3.705 -0.306 0.689
H -3.272 1.429 0.728
H -3.517 -0.891 -2.667
H -1.805 -1.453 -2.767
H -2.861 -2.029 -1.448
H 4.558 0.957 0.740
H 3.870 -0.560 0.065
H 3.502 1.004 -0.720
H 3.499 0.328 3.298
H 1.760 0.007 3.606
H 2.741 -1.184 2.716
C -0.781 -0.527 3.474
C -0.802 0.444 2.356
O -1.282 1.546 2.314
H -0.144 -1.383 3.210
H -1.810 -0.868 3.683
H -0.396 -0.042 4.388
*
```

Results
HOMO = -5.54 eV
Gap between HOMO and LUMO = 5.9 eV

=====

[3]
This record from the OMol25 dataset describes a molecular structure, C19H32IrN6O4S5Si2 in a non-equilibrium geometry. The level of theory is wB97M-V/def2-TZVPD.

```
! wB97M-V def2-TZVPD RIJCOSX def2/J DEFGRID3
* xyz -1 1
Ir 0.721 -0.229 -1.768
S 2.910 0.192 -2.325
S 3.320 2.183 -2.124
S 1.726 2.946 -1.118
S 0.198 2.026 -2.141
C -2.139 -1.277 1.060
Si -2.132 -1.926 -0.717
C -3.965 -2.200 -1.098
C -1.382 -3.644 -0.590
C -1.358 -0.725 -1.927
Si -1.610 -1.084 -3.759
C -0.912 0.299 -4.834
C -0.790 -2.679 -4.322
C -3.432 -1.187 -4.261
H -2.802 -1.915 1.650
H -2.520 -0.258 1.134
H -1.149 -1.320 1.522
H -4.438 -2.674 -0.233
H -4.110 -2.862 -1.952
H -4.497 -1.268 -1.304
H -2.071 -4.267 -0.012
H -0.424 -3.642 -0.065
H -1.235 -4.136 -1.552
H -1.941 0.199 -1.762
H 0.176 0.375 -4.777
H -1.318 1.274 -4.556
H -1.183 0.106 -5.877
H 0.298 -2.590 -4.323
H -1.103 -2.912 -5.343
H -1.048 -3.539 -3.701
H -4.023 -0.382 -3.818
H -3.898 -2.134 -3.988
H -3.497 -1.087 -5.349
N 1.233 -2.231 -1.720
C 1.506 -3.355 -1.730
C 1.821 -4.706 -1.735
C 2.989 -5.147 -1.072
N 3.946 -5.497 -0.529
C 0.936 -5.610 -2.364
N 0.200 -6.337 -2.879
C 1.506 6.748 4.562
C 1.884 5.506 3.769
S 0.911 4.114 4.312
O -0.424 4.258 3.782
O 1.092 3.946 5.731
C 1.679 2.743 3.468
C 0.800 1.497 3.562
N 1.068 0.629 2.421
C 0.431 0.747 1.236
N 0.998 -0.047 0.332
C 2.009 -0.721 0.941
C 2.073 -0.304 2.234
N 3.043 -0.669 3.211
O 3.822 -1.545 2.910
O 3.039 -0.071 4.279
C -0.698 1.679 1.016
H 2.126 7.584 4.243
H 1.659 6.585 5.628
H 0.462 7.011 4.395
H 2.931 5.234 3.907
H 1.683 5.622 2.704
H 2.659 2.575 3.911
H 1.795 3.044 2.423
H -0.251 1.771 3.522
H 0.990 0.954 4.479
H 2.639 -1.424 0.427
H -1.420 1.622 1.829
H -1.176 1.430 0.075
H -0.335 2.706 0.948
*
```

Results
HOMO (spin up / spin down) = -4.86 / -4.77 eV
Gap between HOMO and LUMO (spin up / spin down) = 5.9 / 5.8 eV